# 1
DFT (the ωB97M-V functional and the def2-TZVPD basis) results for a cluster of 2 separate species, C8H12N6O3 in total in a non-equilibrium geometry.

```
29
Properties=species:S:1:pos:R:3:forces:R:3
C 2.658 0.731 -1.565 0.198 0.005 0.094
N 2.028 0.394 -0.287 0.727 0.631 0.613
C 2.709 -0.730 0.364 0.042 0.061 -0.012
N 2.134 1.586 0.489 0.158 0.757 -0.143
C 1.524 1.742 1.590 0.020 -0.747 -0.257
H 2.451 -0.033 -2.316 -0.055 -0.051 0.144
H 2.254 1.689 -1.894 0.063 -0.183 -0.050
H 3.747 0.835 -1.433 -0.132 0.020 -0.153
H 2.633 -1.609 -0.288 -0.013 0.182 0.157
H 3.777 -0.496 0.529 -0.286 -0.099 0.031
H 2.231 -0.957 1.325 0.156 0.029 -0.228
H 1.618 2.703 2.105 0.084 -0.290 -0.303
H 0.892 0.982 2.055 0.233 0.131 -0.002
C -0.391 -3.105 -3.274 -0.025 -0.440 -0.123
O -0.886 -3.722 -2.061 0.323 0.715 0.087
C -0.827 -2.954 -0.966 -1.145 -1.897 1.398
N -1.440 -3.479 0.111 0.475 -0.295 -2.102
C -1.446 -2.709 1.178 -0.474 0.839 2.871
N -1.970 -3.006 2.427 1.420 0.979 -2.448
O -1.709 -1.899 3.194 0.912 1.108 -1.807
N -1.018 -0.852 2.385 -1.115 -0.855 0.435
O -0.792 0.206 2.945 -0.097 -0.901 -0.589
C -0.883 -1.376 1.129 -0.683 -1.128 2.330
C -0.272 -0.925 -0.044 -1.093 -1.093 -1.005
N -0.192 -1.783 -1.077 0.057 2.710 1.293
H -0.446 -3.898 -4.029 0.018 0.262 0.239
H -1.031 -2.263 -3.563 0.163 -0.168 0.098
H 0.639 -2.761 -3.145 -0.258 -0.106 -0.088
H 0.009 0.111 -0.110 0.327 -0.176 -0.480
```
Positions in Å, forces in eV/Å.

Values from the calculation:
**Total energy**: -866.04202 a.u.
**HOMO-LUMO gap**: 7.003 eV
**HOMO level**: -0.3210 Ha
**Lowest unoccupied orbital energy**: -1.733 eV



# 2
DFT (the ωB97M-V functional and the def2-TZVPD basis) results for the molecule C5H4.

```
9
Properties=species:S:1:pos:R:3:forces:R:3
C 2.007 -0.624 0.645 -0.381 0.243 0.003
C 1.109 0.211 0.032 -0.121 -0.219 0.154
C -0.111 0.581 -0.420 0.020 0.075 0.100
C -1.333 -0.102 -0.182 -0.465 -0.359 0.014
C -2.410 -0.565 0.101 0.388 0.084 -0.149
H 2.640 -1.267 0.010 -0.313 0.192 -0.028
H 1.644 1.154 0.273 0.856 0.094 -0.235
H -0.187 1.589 -0.819 -0.111 -0.127 0.207
H -3.359 -0.977 0.359 0.128 0.018 -0.067
```
Positions in Å, forces in eV/Å.

Values from the calculation:
**Total energy**: -192.67213 a.u.
**HOMO-LUMO gap (spin up / spin down)**: 7.257 / 7.259 eV
**HOMO level (spin up / spin down)**: -0.2971 / -0.2970 Ha
**Lowest unoccupied orbital energy (spin up / spin down)**: -0.826 / -0.824 eV



# 3
DFT (the ωB97M-V functional and the def2-TZVPD basis) results for the ion C28H29F4N2O with charge +1 in a non-equilibrium geometry.

```
64
Properties=species:S:1:pos:R:3:forces:R:3
F -3.233 2.962 -2.176 -0.153 -0.583 0.050
C -2.972 1.633 -2.202 1.097 1.666 0.274
C -3.854 0.789 -2.808 0.697 0.246 -0.168
C -3.374 -0.489 -2.975 0.089 -1.295 -0.766
F -4.200 -1.336 -3.637 0.735 0.216 0.270
C -2.121 -0.946 -2.550 -0.197 -0.268 2.125
C -1.439 -0.110 -1.614 1.787 0.363 -0.615
C -0.063 -0.590 -0.780 -1.173 -2.979 -7.744
C 1.172 -0.117 -1.599 -0.565 -1.599 -1.091
C 2.353 -0.852 -1.433 0.180 0.960 1.112
C 3.479 -0.360 -2.081 0.753 -1.271 0.548
F 4.670 -0.918 -1.734 -0.552 0.226 -0.394
C 3.475 0.619 -3.049 -0.086 -0.536 0.104
C 2.248 1.165 -3.320 -0.439 -0.062 -0.801
F 2.166 2.120 -4.268 -0.055 -0.401 0.327
C 1.077 0.723 -2.724 0.153 0.957 1.502
C -1.738 1.252 -1.662 -0.465 -0.541 1.833
H -4.730 1.160 -3.299 -0.431 -0.085 0.075
H -1.837 -2.001 -2.660 -0.275 0.493 -0.121
H -0.197 -1.709 -0.855 0.702 0.884 -1.278
H 2.422 -1.630 -0.644 0.248 0.488 -0.869
H 4.349 0.808 -3.644 0.274 0.401 0.114
H 0.157 1.215 -2.993 0.030 -0.014 -0.096
H -1.105 1.945 -1.083 -0.579 -0.062 -0.528
C 0.216 -2.943 3.482 -0.487 -0.103 0.251
N 0.405 -2.014 2.385 0.436 0.920 0.884
C -0.595 -1.725 1.390 0.406 -1.295 -1.049
C -2.109 -1.712 1.769 0.213 0.621 -0.554
C -2.360 -0.613 2.784 -0.140 -0.146 0.250
C -2.511 -3.091 2.295 -0.074 -0.207 0.395
C -2.991 -1.497 0.519 -0.725 0.067 -0.358
N 0.015 -0.512 0.587 -3.022 3.076 6.059
C 1.264 -0.071 1.372 0.300 -0.793 1.089
C 1.175 1.384 1.792 -0.125 0.083 -0.037
C 1.862 2.256 0.764 -0.134 0.363 0.250
C 3.233 2.074 0.593 -0.017 0.185 -0.202
C 3.917 2.808 -0.370 -0.093 -0.010 0.062
C 3.230 3.719 -1.179 -0.218 -0.313 0.169
C 1.856 3.905 -0.995 0.170 0.121 -0.038
C 1.174 3.204 0.003 0.187 -0.101 0.007
C 1.343 -1.045 2.591 1.033 0.388 1.564
O 2.126 -0.979 3.569 -2.190 0.144 -3.316
H 1.146 -3.040 4.022 0.227 0.028 -0.069
H -0.528 -2.530 4.153 0.002 -0.046 0.391
H -0.138 -3.909 3.156 0.128 -0.197 -0.272
H -0.498 -2.501 0.660 -0.162 -0.753 -0.661
H -2.001 0.357 2.409 -0.225 -0.065 0.186
H -3.445 -0.555 2.946 0.373 0.218 0.229
H -1.835 -0.847 3.724 -0.338 0.289 -0.210
H -2.090 -3.900 1.693 0.029 0.010 0.014
H -2.226 -3.229 3.334 -0.060 -0.129 -0.097
H -3.598 -3.206 2.254 0.152 0.156 -0.044
H -2.771 -2.208 -0.305 0.051 0.352 0.557
H -4.056 -1.702 0.800 0.910 0.289 -0.108
H -2.971 -0.472 0.093 0.054 -0.578 0.415
H -0.770 0.219 0.712 1.606 -0.613 0.896
H 2.156 -0.306 0.795 -0.218 0.313 -0.165
H 0.086 1.576 1.816 0.501 0.521 0.519
H 1.640 1.485 2.806 -0.517 -0.039 -0.798
H 3.756 1.360 1.237 -0.036 0.221 -0.260
H 4.986 2.652 -0.484 -0.151 0.116 -0.060
H 3.768 4.255 -1.957 -0.175 -0.026 0.167
H 1.317 4.605 -1.635 0.153 -0.131 0.242
H 0.117 3.416 0.208 0.400 -0.140 -0.158
```
Positions in Å, forces in eV/Å.

Values from the calculation:
**Total energy**: -1668.26645 a.u.
**Net charge**: +1
**HOMO-LUMO gap**: 9.196 eV
**HOMO level**: -0.4413 Ha
**Lowest unoccupied orbital energy**: -2.813 eV



# 4
DFT (the ωB97M-V functional and the def2-TZVPD basis) results for a cluster of 2 separate species, C4H11NO2 in total in a non-equilibrium geometry.

```
18
Properties=species:S:1:pos:R:3:forces:R:3
C -1.653 -0.897 -1.031 -3.549 0.607 0.540
C -0.955 -0.171 0.041 0.863 0.326 2.756
C -0.346 1.127 -0.484 3.016 -1.483 1.992
C -0.054 2.116 0.655 0.384 -0.036 -3.926
O 0.706 3.024 0.415 -0.289 0.156 1.432
N 0.026 -1.040 0.741 -0.282 -0.185 0.475
H -1.074 -1.033 -1.887 1.354 -0.632 -1.223
H -2.528 -0.270 -1.409 0.635 -0.751 0.447
H -2.041 -1.831 -0.606 0.070 0.046 -0.565
H -1.597 0.149 0.955 0.075 -0.507 -1.750
H -1.004 1.517 -1.215 -0.267 0.861 -0.978
H 0.746 0.917 -0.801 -1.929 0.221 -0.416
H -0.654 1.922 1.504 -0.371 0.300 1.960
H -0.489 -1.614 1.474 1.179 0.646 -1.581
H 0.644 -1.638 0.116 -1.246 0.697 0.933
H 2.244 -2.664 0.709 0.014 -0.155 -0.520
H 2.247 -3.611 -0.492 0.229 -0.804 -0.271
O 1.965 -2.727 -0.243 0.116 0.694 0.696
```
Positions in Å, forces in eV/Å.

Values from the calculation:
**Total energy**: -364.15654 a.u.
**Net charge**: -1
**HOMO-LUMO gap (spin up / spin down)**: 2.480 / 8.803 eV
**HOMO level (spin up / spin down)**: 0.0349 / -0.2019 Ha
**Multiplicity**: 2
**Lowest unoccupied orbital energy (spin up / spin down)**: 3.431 / 3.308 eV



# 5
DFT (the ωB97M-V functional and the def2-TZVPD basis) results for a structure of composition C10H12F5I2N8ReS.

```
39
Properties=species:S:1:pos:R:3:forces:R:3
Re 0.101 -0.021 0.244 -0.070 0.104 -0.063
N -4.173 -0.134 0.133 0.017 0.005 -0.024
C -3.100 0.187 0.835 -0.046 -0.008 -0.019
N -2.039 0.078 0.027 0.101 -0.003 -0.051
C -2.574 -0.338 -1.169 0.033 -0.015 -0.041
N -3.865 -0.471 -1.137 -0.004 0.017 0.042
C -1.654 -0.557 -2.271 -0.005 0.035 0.019
C -2.032 -0.842 -3.572 0.006 -0.023 -0.011
N -1.131 -0.955 -4.540 0.034 0.004 -0.013
C 0.141 -0.770 -4.220 -0.064 -0.014 0.009
C 0.546 -0.490 -2.915 -0.025 -0.024 -0.064
N -0.354 -0.399 -1.928 0.039 -0.029 0.051
H -5.142 -0.144 0.433 -0.003 0.001 0.000
H -3.105 0.479 1.872 0.004 -0.001 0.000
H -3.078 -0.977 -3.825 0.002 0.010 -0.008
H 0.877 -0.847 -5.011 -0.001 0.003 -0.004
H 1.592 -0.364 -2.684 -0.057 0.017 -0.048
I -1.521 -2.031 3.908 -0.011 0.032 0.010
C -0.195 -3.154 2.738 0.008 0.013 -0.054
I -0.243 -2.701 0.623 -0.037 -0.030 0.012
H -0.481 -4.202 2.751 0.020 -0.008 0.007
H 0.834 -3.008 3.044 0.009 0.001 0.018
N 0.576 2.051 -0.317 -0.019 0.021 0.028
N 1.084 2.838 0.753 0.005 0.050 -0.095
C 0.979 2.394 1.992 -0.018 -0.057 0.090
N 1.439 3.045 3.021 -0.017 -0.018 -0.007
S 0.136 0.823 2.278 0.088 -0.053 0.227
H 1.310 2.002 -1.029 0.009 -0.029 0.005
H -0.226 2.544 -0.719 0.009 0.002 -0.027
H 1.540 3.711 0.509 -0.014 0.008 0.003
H 1.932 3.929 2.950 0.004 0.000 -0.005
H 1.330 2.668 3.956 -0.002 -0.003 0.002
F 2.730 0.584 -0.891 0.110 -0.090 -0.029
C 2.197 -0.491 -0.197 -0.040 0.168 -0.067
F 2.351 -1.563 -0.998 -0.006 -0.116 0.156
C 3.123 -0.686 1.051 -0.138 -0.078 0.054
F 3.436 0.517 1.546 -0.039 0.080 0.045
F 2.457 -1.354 2.016 0.012 -0.058 -0.080
F 4.202 -1.351 0.746 0.103 0.085 -0.069
```
Positions in Å, forces in eV/Å.

Values from the calculation:
**Total energy**: -2396.47796 a.u.
**Net charge**: +3
**HOMO-LUMO gap (spin up / spin down)**: 5.736 / 6.181 eV
**HOMO level (spin up / spin down)**: -0.6768 / -0.6768 Ha
**Multiplicity**: 2
**Lowest unoccupied orbital energy (spin up / spin down)**: -12.682 / -12.235 eV



# 6
DFT (the ωB97M-V functional and the def2-TZVPD basis) results for a cluster of 2 separate species, C3H11N2O in total in a non-equilibrium geometry.

```
17
Properties=species:S:1:pos:R:3:forces:R:3
N -0.246 -0.428 -1.080 -0.310 -0.930 0.175
C 1.077 -1.021 -1.337 0.313 -0.336 -0.410
O 1.076 -2.323 -1.918 -0.375 0.800 0.510
H -0.731 -0.359 -1.960 -0.136 0.352 -0.518
H -0.827 -1.117 -0.584 0.507 0.033 -0.259
H 1.571 -0.352 -2.057 -0.035 -0.356 0.285
H 1.621 -1.018 -0.393 0.135 -0.008 0.014
H 0.935 -2.994 -1.233 0.117 0.224 -0.208
C -0.068 2.395 1.771 1.965 0.067 -1.740
C -1.423 0.376 1.580 2.021 0.548 -0.107
N -0.504 1.134 1.099 -0.921 0.521 0.178
H 0.928 2.262 2.256 -0.801 -0.061 -0.381
H -0.815 2.591 2.482 -0.749 0.686 0.968
H 0.054 3.245 1.002 -0.479 -1.516 1.148
H -1.663 0.436 2.648 -0.608 0.102 -0.595
H -1.713 -0.380 0.867 -0.603 -0.362 0.641
H -0.230 0.827 0.101 -0.040 0.237 0.299
```
Positions in Å, forces in eV/Å.

Values from the calculation:
**Total energy**: -305.36352 a.u.
**Net charge**: +1
**HOMO-LUMO gap**: 9.653 eV
**HOMO level**: -0.5325 Ha
**Lowest unoccupied orbital energy**: -4.837 eV